No. 1
Computed, not measured: 2 unconnected molecules or ions with the total composition C4H4S2 at a distorted geometry, with ωB97M-V with the def2-TZVPD basis set.

The total energy comes out at -25876.9949 eV. The molar mass comes out at 116.2 g/mol.

Structure (ORCA input):
```
! RIJCOSX wB97M-V def2-TZVPD def2/J DEFGRID3
* xyz 0 1
C -2.2547 -0.0813 -0.5890
C -1.2949 0.3884 -0.0513
C 1.3537 -1.4584 0.5026
C -0.2057 0.8551 0.6025
S 2.6712 -0.7345 -0.0026
S 1.0330 1.8745 -0.1814
H -3.0829 -0.6500 -1.0177
H 1.2532 -2.5816 0.5864
H 0.0803 0.2742 1.4560
H 0.4467 2.1137 -1.3054
*
```

The net atomic charges from Löwdin, expressed in e, are:
1. C 0.1166
2. C -0.3043
3. C -0.5272
4. C -0.5293
5. S 0.6013
6. S 0.7276
7. H 0.0442
8. H -0.0045
9. H 0.0267
10. H -0.1510

***

No. 2
Computed, not measured: a molecular structure, C6H14N2 at a distorted geometry, with ωB97M-V with the def2-TZVPD basis set.

The total energy comes out at -9424.6505 eV. The molar mass comes out at 114.2 g/mol.

Structure (ORCA input):
```
! RIJCOSX wB97M-V def2-TZVPD def2/J DEFGRID3
* xyz 0 1
C -1.6855 1.0579 -0.3642
C -1.9020 -1.1585 0.7092
N -1.0162 -0.1962 0.0191
H -0.7078 -0.6608 -0.8415
H -2.4231 0.8441 -1.1410
H -2.1654 1.5025 0.5050
H -2.2993 -0.6899 1.6080
H -1.3635 -2.0745 0.9347
H -2.7079 -1.3972 0.0097
H -0.9950 1.7847 -0.7803
C 1.3184 -1.3934 0.6487
C 0.7244 -0.0451 0.3284
C 1.8269 0.9152 -1.8833
C 1.0201 1.0496 1.0715
N 1.0857 -0.0227 -1.5364
H 0.9201 -2.1598 -0.0176
H 2.3929 -1.3661 0.4740
H 1.1524 -1.6864 1.6880
H 2.3342 1.5615 -1.1267
H 2.0484 1.1029 -2.9433
H 1.8563 1.0126 1.7523
H 0.5860 2.0195 0.8856
*
```

The net atomic charges from Löwdin, expressed in e, are:
1. C -0.0515
2. C -0.0279
3. N -0.1668
4. H 0.1008
5. H 0.0946
6. H 0.0932
7. H 0.0933
8. H 0.0838
9. H 0.0943
10. H 0.0824
11. C -0.0865
12. C -0.4221
13. C -0.1747
14. C -0.0937
15. N -0.0188
16. H 0.0692
17. H 0.0854
18. H 0.0797
19. H 0.0608
20. H 0.0525
21. H 0.0319
22. H 0.0200

***

No. 3
Computed, not measured: 4 unconnected molecules or ions with the total composition C2H11N2O2 at a distorted geometry, with ωB97M-V with the def2-TZVPD basis set.

The total energy comes out at -9316.1078 eV. The molar mass comes out at 95.1 g/mol.

Structure (ORCA input):
```
! RIJCOSX wB97M-V def2-TZVPD def2/J DEFGRID3
* xyz 1 1
C 1.7949 1.2139 0.6149
C 0.8744 0.2022 0.8837
N 1.0695 -1.0616 1.1510
N 0.3558 0.4160 -2.0107
H 2.8383 0.9991 0.3837
H -0.0967 0.5366 1.2554
H -0.5183 -1.7636 0.6856
H 2.0514 -1.3498 1.0148
H 0.7043 0.9912 -2.7614
H -0.4741 -0.0346 -2.3522
H 0.3074 0.8646 -1.1277
H -3.1626 0.8157 0.3095
H -1.8066 -2.7185 0.5676
O -1.2848 -2.0133 0.1813
H 1.5186 2.2365 0.8584
H -1.9528 -0.1238 0.2568
O -2.2186 0.7894 0.0893
*
```

The net atomic charges from Löwdin, expressed in e, are:
1. C 0.3584
2. C -0.2277
3. N 0.2618
4. N 0.0956
5. H 0.1300
6. H 0.1228
7. H -0.0409
8. H 0.1288
9. H 0.0399
10. H 0.0464
11. H -0.0507
12. H 0.0612
13. H 0.0702
14. O -0.0354
15. H 0.1341
16. H -0.0210
17. O -0.0734